{
  "formula": "H19O9",
  "method": "wB97M-V/def2-TZVPD",
  "symbols": ["O", "H", "H", "O", "H", "O", "H", "H", "O", "H", "H", "O", "H", "H", "O", "H", "H", "O", "H", "H", "O", "H", "H", "O", "H", "H", "H", "H"],
  "xyz": [[-2.705724, 0.492643, 3.352337], [-2.429471, 0.530629, 4.271354], [-2.531044, 1.389162, 3.030604], [0.827925, -0.766306, 2.033612], [1.504228, -2.625859, -0.302460], [-3.424295, -0.040042, -0.915293], [-3.921710, -0.763693, -0.520942], [-2.801731, 0.164439, -0.202451], [2.661686, 1.652122, 2.777811], [3.286443, 0.993153, 3.124265], [2.348625, 2.037762, 3.606493], [1.488449, -1.711487, -0.662776], [0.722350, -1.598301, -1.878515], [1.592547, -1.169315, 0.115172], [2.138770, 1.008219, 0.099622], [2.120999, 1.332274, 0.998794], [3.009185, 0.878058, -0.279671], [-2.011778, -0.963244, -2.804606], [-2.515267, -1.771546, -2.928442], [-2.500903, -0.306193, -2.225178], [0.145929, 1.307610, -2.036318], [0.644910, 1.126811, -1.237470], [0.551976, 1.982587, -2.592178], [0.320452, -1.417465, -2.867839], [-0.741808, -1.004326, -2.809101], [0.784368, -0.534138, -3.021359], [1.370220, 0.046358, 2.193666], [0.064669, -0.269910, 1.680871]],
  "atomic_forces_ev_per_a": [[0.26, 0.41, -0.39], [-0.03, -0.16, 0.18], [-0.20, -0.21, 0.11], [0.07, 1.91, -0.38], [0.00, 0.70, -0.46], [0.16, 0.27, 0.85], [-0.37, -0.14, -0.20], [-0.09, 0.30, -0.14], [0.17, -0.57, 0.69], [0.05, 0.13, -0.40], [-0.25, 0.33, -0.22], [0.17, -1.95, -0.09], [-0.67, 0.18, -1.25], [-0.19, 0.96, 0.78], [-1.13, -0.55, -1.19], [0.97, 0.49, 0.32], [0.31, 0.32, 0.55], [-0.12, 1.10, -0.22], [-0.07, 0.02, 0.05], [-0.01, -1.03, -0.27], [-0.79, -0.60, -0.79], [0.80, 0.61, 0.22], [0.20, 0.03, 0.58], [1.32, 2.09, 1.13], [0.16, -1.32, 0.06], [-0.53, -1.25, -0.13], [0.05, -1.18, 0.41], [-0.22, -0.89, 0.21]],
  "total_charge": 1,
  "homo_energy_ev": -14.4,
  "relative_energy_kj_mol": 153.2,
  "gap_ev": 11.47
}

***

{
  "formula": "C3H5BrFN",
  "method": "wB97M-V/def2-TZVPD",
  "symbols": ["H", "N", "C", "F", "Br", "C", "C", "H", "H", "H", "H"],
  "xyz": [[-2.863432, 2.207504, -2.066044], [-3.204700, 1.313772, -1.691949], [-2.846806, 1.078858, -0.526021], [-1.875199, 1.530377, 0.224987], [-3.646838, -0.482914, 0.467573], [-0.435681, -0.954566, 0.505636], [0.379976, -0.561745, -0.466122], [-0.740751, -2.002701, 0.506715], [-0.673125, -0.465412, 1.453884], [0.619845, -1.265527, -1.276579], [0.652849, 0.568152, -0.523250]],
  "atomic_forces_ev_per_a": [[0.33, -0.49, 0.02], [-0.06, 0.93, 1.08], [-0.96, -2.67, -0.20], [0.00, 1.05, -0.03], [0.39, 1.37, -0.88], [0.79, -1.38, 0.59], [-0.43, 2.18, -0.06], [-0.06, 0.17, -0.02], [0.00, 0.45, -0.73], [0.02, 0.69, 0.30], [-0.01, -2.30, -0.07]],
  "homo_energy_ev": -10.0,
  "relative_energy_kj_mol": 37.5,
  "gap_ev": 10.41
}

***

{
  "formula": "C4H5FO2",
  "method": "wB97M-V/def2-TZVPD",
  "symbols": ["O", "C", "C", "O", "C", "C", "F", "H", "H", "H", "H", "H"],
  "xyz": [[2.395147, 1.236847, -0.217446], [2.391971, 0.108713, 0.252966], [1.319237, -0.967712, 0.283626], [0.168875, -0.689934, -0.603974], [-0.851023, 0.044859, -0.023660], [-2.179978, -0.281181, -0.095954], [-3.066279, 0.625652, 0.244553], [3.412330, -0.239572, 0.721751], [1.110769, -1.191271, 1.421525], [1.726740, -1.884024, -0.109394], [-0.619089, 1.110043, 0.095808], [-2.627651, -1.229425, -0.261168]],
  "atomic_forces_ev_per_a": [[-0.92, -2.08, 0.68], [2.21, 1.22, -0.18], [-1.32, 0.79, 0.54], [0.59, -0.73, 2.12], [-1.83, 0.56, -1.43], [3.53, -0.10, 0.55], [-0.88, 1.03, 0.34], [-1.59, 0.12, -0.39], [-0.18, 0.57, -2.11], [0.41, -0.29, -0.17], [0.02, -0.32, 0.46], [-0.03, -0.77, -0.42]],
  "homo_energy_ev": -9.4,
  "relative_energy_kj_mol": 259.0,
  "gap_ev": 10.13
}

***

{
  "formula": "C4H10OS2",
  "method": "wB97M-V/def2-TZVPD",
  "symbols": ["C", "C", "O", "C", "S", "S", "C", "H", "H", "H", "H", "H", "H", "H", "H", "H", "H"],
  "xyz": [[1.644711, 0.265744, 0.992268], [2.383117, -0.318688, 1.979029], [3.747208, -0.264996, -1.447928], [1.954931, 1.440159, 0.342633], [-2.155319, -0.915060, 0.185693], [-4.073821, -1.413350, 0.217833], [-4.819943, -0.385742, -1.072252], [2.629746, 2.178497, 0.753845], [0.793307, -0.233760, 0.556724], [2.103126, -1.253418, 2.439592], [3.136371, 0.239701, 2.518983], [3.261900, -0.698606, -2.155051], [3.079774, 0.200025, -0.916655], [1.281165, 1.773636, -0.435938], [-4.999365, 0.599378, -0.659915], [-4.186848, -0.396653, -1.953156], [-5.780058, -0.816859, -1.345706]],
  "atomic_forces_ev_per_a": [[0.05, -0.22, -0.88], [-0.34, 0.27, 1.11], [0.01, 0.11, 0.10], [-0.98, 0.83, 0.72], [-0.02, 0.05, 0.04], [0.29, 0.06, -0.09], [-0.19, -0.38, 0.12], [0.44, -0.20, -0.18], [-0.09, -0.53, 0.15], [-0.06, -0.18, -0.24], [0.33, 0.01, -0.33], [-0.06, 0.01, -0.01], [0.24, -0.27, -0.27], [0.17, 0.04, -0.16], [0.18, 0.29, -0.19], [0.14, 0.25, 0.04], [-0.12, -0.15, 0.10]],
  "homo_energy_ev": -6.2,
  "relative_energy_kj_mol": 521.0,
  "gap_ev": 2.65
}